No. 1
A structure of composition C42H52NO6SeV. Source: the Open Molecules 2025 dataset; level of theory: ωB97M-V/def2-TZVPD.

Lowest unoccupied orbital energy (spin up / spin down) = -0.31 / -0.26 eV
Highest occupied orbital energy (spin up / spin down) = -7.84 / -8.18 eV
Energy relative to the best compared isomer or geometry (same formula, charge and spin) = 0.0 kJ/mol
Charge = 0
⟨S²⟩ = 2.011
Orbital gap (spin up / spin down) = 7.53 / 7.92 eV
Electronic energy = -5483.32119 a.u.
Multiplicity = 3

Geometry as XYZ:
```
103
Properties=species:S:1:pos:R:3:mulliken_spin:R:1
V -1.7622 -1.9349 -0.7527 1.959
C 0.9014 5.4611 -2.1517 0.000
C -0.0786 4.8649 -1.1422 0.001
C -1.3867 5.6653 -1.2033 0.000
C 0.5336 5.0010 0.2594 0.000
C -0.3714 3.3914 -1.4209 0.002
C -1.2060 2.6843 -0.5663 0.000
C -1.4293 1.3387 -0.7790 0.001
Se -2.4404 0.3340 0.4949 -0.010
C -1.0506 -0.0662 1.7611 0.002
C -0.5051 0.9279 2.5530 0.004
C 0.4980 0.6096 3.4548 -0.002
C 0.8316 -0.7353 3.5821 0.002
C 0.2869 -1.7700 2.8256 0.006
C -0.6305 -1.3947 1.8290 0.019
O -1.0692 -2.2648 0.9000 -0.031
C 0.7409 -3.2028 3.1433 -0.003
C 0.4658 -3.4766 4.6316 0.000
C 2.2463 -3.3372 2.8783 0.000
C 0.0282 -4.3019 2.3476 0.005
C 1.2463 1.6605 4.2715 0.001
C 0.7380 3.0729 3.9813 0.001
C 1.0790 1.3804 5.7699 0.000
C 2.7348 1.6004 3.8983 0.000
C -0.8681 0.6429 -1.8590 0.010
O -1.0705 -0.6750 -1.9631 -0.008
C -0.0572 1.3449 -2.7650 -0.003
C 0.1693 2.6967 -2.4912 0.001
C 0.6430 0.7397 -3.9913 -0.003
C 0.1769 -0.6673 -4.3852 0.000
C 0.3982 1.6383 -5.2155 0.001
C 2.1509 0.6749 -3.7084 0.000
H 1.0864 6.5076 -1.9035 0.000
H 0.5058 5.4282 -3.1689 0.000
H 1.8606 4.9400 -2.1365 0.000
H -1.1995 6.7197 -0.9885 0.000
H -2.1114 5.2974 -0.4753 0.000
H -1.8386 5.5920 -2.1944 0.000
H 0.7759 6.0457 0.4670 0.000
H 1.4488 4.4112 0.3407 0.000
H -0.1557 4.6600 1.0337 0.000
H -1.6730 3.1635 0.2859 -0.001
H -0.8524 1.9443 2.4277 0.000
H 1.5840 -0.9989 4.3157 0.000
H 1.0065 -2.7935 5.2868 0.000
H 0.7747 -4.4933 4.8827 0.000
H -0.5995 -3.3803 4.8504 0.000
H 2.8301 -2.6063 3.4404 0.000
H 2.4622 -3.2029 1.8178 0.000
H 2.5874 -4.3344 3.1668 0.000
H -1.0543 -4.2518 2.4670 -0.001
H 0.3672 -5.2712 2.7205 0.000
H 0.2532 -4.2502 1.2843 -0.002
H -0.3170 3.1843 4.2419 0.000
H 0.8650 3.3347 2.9289 0.000
H 1.3041 3.7934 4.5739 0.000
H 0.0261 1.4172 6.0562 0.000
H 1.6202 2.1263 6.3562 0.000
H 1.4677 0.3980 6.0413 0.000
H 2.8719 1.7741 2.8293 0.000
H 3.1674 0.6268 4.1343 0.000
H 3.2946 2.3596 4.4492 0.000
H 0.8277 3.2316 -3.1603 -0.001
H -0.9016 -0.7063 -4.5458 0.000
H 0.4287 -1.4155 -3.6381 0.001
H 0.6666 -0.9428 -5.3220 0.000
H -0.6706 1.7235 -5.4231 0.000
H 0.8802 1.2007 -6.0918 0.000
H 0.7990 2.6438 -5.0917 0.000
H 2.3539 0.0057 -2.8707 0.000
H 2.5587 1.6565 -3.4615 0.000
H 2.6818 0.2934 -4.5839 0.000
C -4.2029 -0.1270 -3.4198 -0.009
C -4.4691 -0.9541 -2.1957 -0.010
C -3.8713 -2.2162 -2.0659 0.019
C -4.0604 -2.9850 -0.9095 -0.018
C -4.8676 -2.4968 0.1198 0.002
C -5.5052 -1.2798 -0.0310 0.005
C -5.3045 -0.5147 -1.1768 0.019
H -3.1282 -0.0530 -3.5942 0.002
H -4.6059 0.8791 -3.3144 0.000
H -4.6535 -0.5860 -4.3018 0.000
H -3.2912 -2.6251 -2.8870 0.005
H -3.6297 -3.9791 -0.8654 0.005
H -5.0071 -3.0855 1.0169 0.002
H -6.1470 -0.9037 0.7549 0.000
H -5.7893 0.4500 -1.2659 0.000
O -0.0924 -5.2991 -2.3954 0.003
C -0.0701 -4.2093 -1.8679 -0.015
O -1.1473 -3.4909 -1.6734 0.033
C 1.2648 -3.6507 -1.3964 -0.024
C 2.3571 -4.5142 -1.3863 0.000
C 3.6083 -4.0869 -0.9678 0.000
C 3.7981 -2.7815 -0.5377 0.000
C 2.7024 -1.9393 -0.5542 0.008
C 1.4522 -2.3376 -0.9861 0.035
N 2.8502 -0.5590 -0.0502 0.000
O 3.9501 -0.2187 0.3422 0.000
O 1.8670 0.1549 -0.0425 0.001
H 2.1988 -5.5312 -1.7186 0.000
H 4.4420 -4.7761 -0.9671 0.000
H 4.7539 -2.4221 -0.1881 0.000
H 0.6719 -1.5960 -1.0041 -0.017
```

=====

No. 2
The ion C4H8N3 with charge +1 in a non-equilibrium geometry. Source: the Open Molecules 2025 dataset; level of theory: ωB97M-V/def2-TZVPD.

Lowest unoccupied orbital energy = -5.12 eV
Highest occupied orbital energy = -13.12 eV
Energy relative to the best compared isomer or geometry (same formula, charge and spin) = 672.0 kJ/mol
Charge = +1
Orbital gap = 8.00 eV
Electronic energy = -321.03536 a.u.
Multiplicity = 1

Geometry as XYZ:
```
15
Properties=species:S:1:pos:R:3:lowdin_charge:R:1
C 0.6290 -0.5587 -1.0908 -0.041
C -0.7165 -0.3412 -0.9516 -0.104
C 0.8147 0.3304 0.9715 0.283
C -2.3316 0.6201 0.7256 -0.051
N 1.4256 -0.1937 0.0082 -0.203
N -1.1318 0.0790 0.2091 0.041
N 2.7651 -0.2584 -0.2718 0.166
H 1.1031 -1.0353 -1.9020 0.115
H -1.4107 -0.5020 -1.7927 0.165
H 0.8890 0.8557 1.8218 0.087
H -2.2947 1.6288 0.8244 0.065
H -3.0711 0.5150 0.0170 0.079
H -2.8360 0.2261 1.6395 0.126
H 3.3763 -0.2378 0.5686 0.157
H 2.7893 -1.1282 -0.7768 0.115
```